Formula: C24H47B3N2O39S10
Source: the OMol25 dataset
Level of theory: ωB97M-V/def2-TZVPD

Positions of all 125 atoms, in Å:
C 0.171 4.339 1.174
B -1.275 4.062 0.489
O -1.368 3.397 -0.792
B -2.744 3.549 -1.161
C -3.211 4.327 -2.493
C -1.962 4.834 -3.377
C -1.464 6.178 -2.720
S -0.321 7.151 -3.782
O -0.705 7.178 -5.192
O 1.090 6.792 -3.582
O -0.448 8.732 -3.228
O -3.688 2.987 -0.239
B -3.513 3.606 1.026
C -4.501 3.354 2.290
C -5.154 4.784 2.632
S -4.848 5.369 4.357
C -3.090 5.717 4.572
N -2.417 6.913 4.705
N -1.073 6.719 4.826
C -0.945 5.357 4.742
O -2.134 4.700 4.608
O -2.432 4.541 1.191
H 0.671 5.187 0.616
H 0.810 3.412 1.190
H -0.013 4.638 2.246
H -3.926 3.712 -3.126
H -3.823 5.236 -2.178
H -2.385 5.019 -4.408
H -1.171 4.038 -3.445
H -2.387 6.826 -2.575
H -0.940 6.045 -1.727
H -1.411 8.817 -3.052
H -5.298 2.568 2.041
H -3.896 2.945 3.157
H -6.270 4.655 2.530
H -4.843 5.516 1.834
H -0.062 4.671 4.763
O 2.045 4.195 5.336
S 1.921 3.262 4.268
O 0.665 2.897 3.711
O 2.711 1.917 4.681
C 3.724 1.639 3.712
C 4.121 2.991 3.150
O 2.897 3.727 3.068
H 3.291 1.005 2.940
H 4.563 1.123 4.176
H 4.591 2.914 2.172
H 4.789 3.523 3.833
O -6.661 0.698 2.242
S -6.901 -0.629 1.790
O -8.201 -1.195 1.723
O -5.942 -1.627 2.627
C -5.097 -2.349 1.727
C -4.917 -1.435 0.530
O -6.189 -0.811 0.349
H -5.610 -3.273 1.446
H -4.150 -2.593 2.207
H -4.623 -1.978 -0.367
H -4.182 -0.651 0.737
O 0.518 1.210 -3.741
S 1.512 1.232 -4.756
O 2.042 0.047 -5.341
O 2.739 2.147 -4.239
C 2.954 3.228 -5.152
C 1.598 3.499 -5.773
O 1.007 2.205 -5.943
H 3.675 2.899 -5.905
H 3.348 4.097 -4.628
H 1.673 4.017 -6.727
H 0.961 4.076 -5.096
O 4.999 -1.141 4.979
S 3.672 -1.596 4.745
O 2.832 -1.043 3.744
O 2.878 -1.579 6.150
C 2.398 -2.891 6.450
C 3.378 -3.836 5.780
O 3.712 -3.202 4.543
H 1.396 -2.992 6.025
H 2.350 -3.042 7.527
H 2.950 -4.822 5.605
H 4.294 -3.936 6.368
O -1.240 1.393 -0.953
S -0.312 0.714 -0.117
O 0.624 1.387 0.707
O 0.484 -0.363 -1.026
C 0.295 -1.674 -0.494
C -1.057 -1.636 0.194
O -1.127 -0.344 0.801
H 1.097 -1.870 0.223
H 0.333 -2.417 -1.290
H -1.164 -2.418 0.942
H -1.872 -1.713 -0.531
O -2.235 -5.645 -1.411
S -1.396 -5.497 -0.274
O -1.719 -4.636 0.819
O 0.094 -5.139 -0.789
C 1.018 -6.125 -0.316
C 0.204 -7.397 -0.177
O -1.071 -6.965 0.315
H 1.404 -5.793 0.652
H 1.844 -6.238 -1.014
H 0.659 -8.108 0.506
H 0.048 -7.875 -1.147
O 1.470 -5.453 -9.184
S 0.626 -4.315 -9.055
O -0.399 -4.009 -9.990
O 1.564 -3.011 -8.868
C 1.245 -2.363 -7.634
C 0.741 -3.466 -6.723
O -0.021 -4.325 -7.573
H 0.464 -1.624 -7.829
H 2.123 -1.863 -7.228
H 0.127 -3.085 -5.909
H 1.570 -4.048 -6.310
O 4.867 -9.657 0.667
S 4.023 -8.525 0.799
O 2.992 -8.220 -0.136
O 4.954 -7.218 0.988
C 4.634 -6.572 2.222
C 4.135 -7.680 3.132
O 3.375 -8.541 2.281
H 3.850 -5.836 2.029
H 5.511 -6.069 2.627
H 3.519 -7.303 3.947
H 4.966 -8.259 3.544

Force components x, y, z for each atom (eV/Å):
-0.7 0.1 0.0
1.3 0.3 -0.1
-2.6 5.7 1.9
0.3 -0.9 0.2
0.4 0.1 -0.3
-1.1 0.0 0.1
-0.5 0.1 0.0
2.8 0.9 -1.9
-0.6 -0.3 2.0
-2.4 0.3 0.6
-1.0 -2.3 0.0
1.1 1.9 0.5
-0.3 -0.1 0.3
0.0 -0.3 -0.6
0.4 -1.1 -0.9
0.8 0.4 0.1
2.7 1.9 -0.4
-2.7 -1.9 -0.4
-0.6 -4.6 -0.4
-0.4 1.3 0.2
0.0 1.5 0.0
-0.2 -2.3 -1.4
-0.3 -0.9 0.6
-0.6 1.4 -0.3
0.3 -0.1 -1.3
0.9 0.6 0.8
0.6 -1.1 -0.3
0.8 0.1 1.0
-0.7 0.9 0.2
1.2 -0.6 -0.1
-0.5 0.1 -1.2
0.6 0.5 -0.1
1.1 1.3 0.4
-0.7 0.6 -0.9
1.1 0.4 0.6
-0.3 -0.3 1.2
-1.1 1.4 0.2
-0.4 -0.2 -0.1
1.2 -0.6 -0.4
0.1 0.2 0.5
-0.2 0.8 0.1
0.2 0.0 -0.8
0.5 0.0 0.5
-0.7 -0.4 0.3
0.1 0.1 0.0
-0.2 0.1 0.2
-0.3 0.1 -0.1
0.0 0.0 -0.1
-0.3 -0.3 0.1
0.5 -0.3 -0.2
0.2 0.4 0.0
-0.1 0.6 -0.3
0.0 -0.5 -0.3
0.6 0.2 0.2
-0.5 -0.3 0.5
0.1 0.0 0.0
-0.1 0.1 0.2
-0.3 0.1 0.0
0.0 -0.1 0.0
0.2 -0.4 -0.1
0.2 1.0 -0.1
-0.4 0.0 0.1
-0.7 -0.3 -0.1
0.3 0.2 -0.5
-0.1 0.6 0.4
0.5 -0.7 0.2
0.0 0.0 0.0
-0.1 -0.2 0.2
-0.1 -0.3 0.0
0.1 0.1 0.0
-0.3 0.1 -0.2
-0.3 -0.5 0.7
0.3 -0.3 0.0
0.7 -0.1 -0.5
-0.5 -0.4 -0.1
0.3 -0.1 0.6
-0.4 0.5 -0.1
0.0 0.0 0.0
0.1 0.2 -0.1
0.0 0.1 -0.2
-0.1 0.0 0.0
0.9 -3.7 0.2
-0.5 -1.2 -0.9
-0.1 0.0 0.0
-0.5 0.3 0.3
0.2 -0.3 0.4
-0.2 -0.2 -0.4
0.7 0.4 0.0
-0.1 -0.1 0.0
0.0 0.2 -0.1
0.0 0.3 0.1
0.1 -0.1 0.0
0.0 0.5 0.3
0.6 -0.8 0.0
-0.2 -0.3 -0.4
-0.8 -0.1 0.0
0.4 -0.2 0.4
0.3 -0.3 -0.5
-0.1 1.0 0.1
0.0 0.0 0.0
-0.2 0.2 -0.1
-0.3 0.1 0.1
0.1 0.0 0.0
-0.2 0.2 -0.2
0.1 0.3 0.4
0.2 -0.3 0.1
-0.2 -0.8 0.1
-0.3 0.5 0.3
0.5 0.0 0.3
0.0 0.3 -0.7
0.0 0.0 0.1
0.0 -0.1 -0.2
-0.2 -0.1 -0.2
0.0 0.1 0.0
-0.3 0.2 -0.3
0.5 0.2 0.6
0.2 -0.3 0.2
-0.3 -0.7 0.1
-0.4 0.4 0.2
0.6 0.0 0.3
-0.1 0.4 -0.7
0.0 0.0 0.1
0.1 -0.1 -0.2
-0.2 -0.2 -0.2
0.0 0.1 0.0

Properties
Multiplicity ... 1
Gap between HOMO and LUMO ... 8.12 eV
M ... 1340.7 Da
Maximum force ... 6.60 eV Å⁻¹
LUMO level ... -0.8 eV
SMILES ... CB1OB(CCCS(=O)(=O)O)OB(CCSc2nnco2)O1.O=S1(=O)OCCO1.O=S1(=O)OCCO1.O=S1(=O)OCCO1.O=S1(=O)OCCO1.O=S1(=O)OCCO1.O=S1(=O)OCCO1.O=S1(=O)OCCO1.O=S1(=O)OCCO1